Record 1
{"formula": "C9H34O8", "method": "ωB97M-V/def2-TZVPD", "elements": ["O", "H", "H", "O", "H", "H", "O", "H", "H", "O", "H", "H", "O", "H", "H", "C", "C", "C", "O", "H", "H", "H", "H", "H", "H", "H", "H", "C", "C", "C", "O", "H", "H", "H", "H", "H", "H", "H", "H", "C", "C", "C", "O", "H", "H", "H", "H", "H", "H", "H", "H"], "xyz": [[-0.41969, 1.91164, 2.13582], [-0.47122, 1.68304, 3.06390], [-0.35580, 2.86667, 2.12709], [-0.38261, -2.30947, 1.00323], [0.33320, -1.98826, 1.55156], [-0.71300, -1.52897, 0.55838], [0.88432, -0.92809, 3.19492], [1.06002, -0.68294, 4.10336], [0.88962, -0.09864, 2.71720], [-3.53205, -1.20393, 0.13754], [-2.85261, -0.55737, 0.32874], [-3.18320, -1.70852, -0.59726], [-0.22802, -3.36930, -3.45095], [-0.98804, -2.85206, -3.71753], [-0.34752, -3.50453, -2.51092], [4.37419, -2.04934, -0.03420], [5.25839, -3.19736, 0.44781], [4.69664, -3.77135, 1.79272], [5.15008, -4.18349, -0.54886], [4.63430, -1.09373, 0.42107], [3.30098, -2.21776, 0.05494], [4.35945, -1.85013, -1.10574], [6.32059, -2.95791, 0.49770], [5.56507, -4.33411, 2.13511], [3.77186, -4.34271, 1.87292], [4.65754, -2.96311, 2.52301], [5.28001, -3.62881, -1.32154], [-3.19624, 3.14993, 0.38382], [-3.91982, 4.27101, -0.34381], [-4.76551, 3.70828, -1.45519], [-4.53091, 5.00513, 0.57622], [-2.48754, 2.80930, -0.37104], [-3.81915, 2.28427, 0.60900], [-2.76449, 3.45725, 1.33632], [-3.18402, 4.89298, -0.85357], [-5.56673, 4.34590, -1.82882], [-5.39654, 2.89140, -1.10503], [-4.23419, 3.25521, -2.29216], [-5.31986, 4.51147, 0.81173], [1.30566, 0.83433, -0.66909], [-0.21562, 0.85684, -0.93688], [-0.53179, -0.09481, -2.08212], [-0.86741, 0.34756, 0.15609], [1.76415, 1.41870, 0.12866], [1.97204, 0.99057, -1.51739], [1.69204, -0.08595, -0.23105], [-0.56865, 1.83261, -1.27054], [-0.27081, -1.12781, -1.85214], [0.10022, 0.27103, -2.89134], [-1.52863, 0.01582, -2.50895], [-0.72873, 1.01956, 0.82749]], "forces_ev_per_a": [[0.3, 0.4, 0.5], [-0.2, -0.2, 0.3], [0.0, 0.4, -0.2], [0.0, -0.7, -0.3], [0.1, 0.0, 0.3], [-0.1, 0.4, 0.0], [0.0, 0.0, 0.0], [0.1, -0.1, 0.3], [0.1, 0.3, -0.3], [-0.5, 0.0, 0.0], [0.4, 0.3, 0.0], [0.1, -0.2, -0.1], [0.2, 0.0, -0.2], [-0.2, 0.1, -0.1], [0.0, -0.1, 0.3], [-0.2, 1.1, -0.1], [-2.6, -0.2, 0.3], [2.4, 0.8, 0.1], [0.2, -0.6, -0.5], [-0.1, 0.0, 0.3], [0.0, -0.4, 0.9], [1.0, -0.2, -0.4], [0.0, 0.5, 0.7], [-0.4, -0.7, 0.4], [0.1, 0.1, -0.8], [-0.2, 0.2, -0.1], [0.0, -0.7, -0.7], [0.5, -0.7, -1.0], [2.3, -1.9, -1.8], [-1.7, -0.9, -0.3], [-2.7, 2.4, 1.9], [0.7, -0.4, 0.5], [-0.4, 0.1, -0.1], [0.3, 0.3, -0.3], [0.3, 0.3, 0.3], [0.6, 0.8, -0.2], [0.1, -0.5, 0.5], [0.3, 0.4, 0.1], [-0.3, 0.2, 0.5], [1.3, -0.2, 0.4], [1.4, -1.3, -1.7], [0.8, 0.8, -1.0], [-1.2, 0.1, 0.9], [-0.9, 1.3, 0.0], [-0.4, 0.2, -0.4], [-0.8, -1.0, -0.5], [0.0, 0.4, 0.4], [-0.1, 0.1, 0.0], [0.2, -0.5, -0.3], [-0.3, -0.2, 0.6], [-0.4, -0.2, 0.9]], "nbo_charge": [-0.947, 0.493, 0.495, -0.968, 0.476, 0.478, -0.943, 0.476, 0.470, -0.947, 0.481, 0.463, -0.935, 0.464, 0.473, -0.651, 0.096, -0.630, -0.708, 0.205, 0.223, 0.200, 0.161, 0.209, 0.232, 0.203, 0.458, -0.631, 0.094, -0.651, -0.690, 0.199, 0.210, 0.206, 0.158, 0.221, 0.200, 0.222, 0.460, -0.671, 0.091, -0.624, -0.769, 0.212, 0.217, 0.220, 0.159, 0.218, 0.209, 0.210, 0.500], "gap_ha": 0.3590, "smiles": "CC(C)O.CC(C)O.CC(C)O.O.O.O.O.O", "e_above_lowest_kcal_mol": 51.3}

Record 2
{"formula": "C9H36F4Mn2N18O13P2", "method": "ωB97M-V/def2-TZVPD", "elements": ["Mn", "Mn", "O", "P", "O", "F", "F", "O", "P", "O", "F", "F", "C", "O", "N", "N", "H", "H", "H", "H", "C", "O", "N", "N", "H", "H", "H", "H", "C", "O", "N", "N", "H", "H", "H", "H", "C", "O", "N", "N", "H", "H", "H", "H", "C", "O", "N", "N", "H", "H", "H", "H", "C", "O", "N", "N", "H", "H", "H", "H", "C", "O", "N", "N", "H", "H", "H", "H", "C", "O", "N", "N", "H", "H", "H", "H", "C", "O", "N", "N", "H", "H", "H", "H"], "xyz": [[23.01542, 6.42866, 21.67664], [20.29823, 3.35157, 25.11789], [23.68251, 5.09319, 23.05623], [23.55773, 4.17847, 24.25545], [22.28115, 3.38019, 24.56709], [23.99203, 5.06739, 25.58406], [24.76968, 3.07393, 24.18708], [19.78708, 4.81093, 23.85335], [19.84913, 5.71671, 22.60628], [21.16780, 5.72792, 21.84856], [19.36274, 7.16326, 22.97120], [18.73224, 5.21629, 21.53839], [20.55090, 6.10993, 26.86542], [20.72782, 5.00693, 26.42571], [20.10479, 7.09863, 26.19258], [20.94095, 6.45688, 28.05903], [19.47866, 6.99400, 25.40701], [20.40629, 8.03132, 26.43605], [21.04782, 5.75558, 28.77796], [20.89558, 7.43975, 28.28705], [24.70417, 5.16668, 29.03211], [24.27629, 6.30222, 29.09919], [25.36984, 4.52274, 30.07199], [24.50970, 4.36720, 28.02838], [25.72104, 3.59193, 29.89777], [25.24460, 4.89846, 31.00110], [24.65479, 3.39179, 28.24661], [24.27258, 4.73591, 27.11847], [22.97728, 8.34435, 24.58363], [22.76928, 7.59639, 23.67770], [22.43917, 9.50850, 24.67397], [23.45993, 7.98929, 25.67800], [21.82387, 9.80731, 23.93087], [22.75819, 10.03914, 25.47194], [23.76192, 7.02752, 25.74051], [23.46155, 8.56717, 26.50634], [26.99777, 4.23580, 20.41427], [26.56501, 4.52229, 19.33559], [26.24565, 3.63784, 21.29509], [28.10832, 4.66313, 20.94643], [25.44341, 3.05132, 21.11484], [26.63563, 3.37390, 22.18860], [28.59190, 5.33886, 20.37229], [28.44529, 4.35091, 21.84592], [25.93904, 7.68049, 22.19734], [24.88263, 7.23092, 21.82757], [26.62210, 7.44690, 23.31644], [26.68908, 8.39662, 21.46731], [27.53124, 7.88269, 23.37690], [26.41355, 6.66721, 23.92364], [26.45460, 8.35407, 20.48583], [27.55844, 8.84825, 21.71295], [19.53791, 1.28262, 22.63217], [20.02771, 2.02684, 23.45993], [18.36727, 0.98417, 22.53698], [20.28479, 0.75067, 21.71425], [17.84125, 1.10082, 23.39125], [17.88154, 0.52945, 21.77712], [21.18808, 1.16885, 21.54309], [20.02511, 0.04788, 21.03694], [20.67436, 0.59612, 26.71025], [20.52799, 1.77158, 26.33424], [21.82700, -0.08359, 26.83076], [19.68627, -0.14306, 27.00349], [21.83133, -1.01264, 27.22692], [22.69327, 0.30390, 26.48504], [19.72267, -1.10730, 27.30186], [18.89227, 0.08853, 26.42381], [23.79570, 1.58313, 20.88390], [22.72112, 2.04157, 21.23752], [24.59974, 1.15880, 21.77905], [24.23297, 1.50712, 19.62633], [24.04753, 1.03797, 22.61605], [25.41112, 0.57095, 21.65174], [23.75646, 2.10153, 18.96322], [25.19816, 1.23280, 19.51119], [27.90574, 4.24751, 24.50129], [27.12579, 5.15658, 24.73933], [27.47153, 3.02481, 24.49212], [29.15263, 4.34804, 24.31051], [28.10262, 2.24207, 24.39646], [26.46987, 2.99707, 24.36563], [29.68183, 3.52961, 24.04551], [29.53873, 5.27860, 24.38171]], "forces_ev_per_a": [[0.5, 0.4, 1.7], [0.3, 0.1, -0.3], [0.3, -2.4, 2.3], [-1.7, -0.5, -0.5], [4.0, 1.9, -0.6], [-0.6, -1.3, -2.9], [-1.9, 1.6, 0.4], [-0.7, 3.2, -3.3], [0.0, -3.3, 0.3], [-1.8, 0.7, 0.4], [0.3, -1.0, -0.4], [1.6, 1.2, 1.9], [1.3, -0.5, 1.2], [-0.5, -4.1, -0.8], [-2.1, 4.2, -3.6], [0.9, 0.5, 3.1], [0.6, -0.1, 0.0], [-0.6, -0.1, -0.1], [0.5, 0.3, -0.2], [-0.1, -0.5, 0.7], [0.3, 0.7, 3.1], [0.1, 0.9, 0.0], [-0.2, 0.7, -0.2], [-0.2, -2.2, -2.2], [0.0, 0.3, 0.6], [0.3, -0.3, -0.2], [-0.1, 0.2, -0.9], [0.0, -0.6, 0.8], [-2.4, 0.6, -1.0], [-0.4, -2.8, -4.5], [-1.5, 4.4, -0.6], [4.0, -3.3, 5.8], [0.3, 0.6, 0.4], [-0.8, 0.8, -0.7], [0.2, 0.3, 0.4], [0.2, -0.4, -0.1], [-1.7, 0.6, -0.4], [-0.1, 0.6, -2.8], [-2.4, -3.2, 3.7], [3.6, 1.5, 0.2], [0.4, 0.7, -0.7], [0.0, 0.2, -0.1], [0.4, -0.3, 0.4], [0.1, 0.4, -0.4], [2.3, -1.3, 3.1], [-3.0, -1.2, -1.1], [-1.0, -0.8, 2.3], [1.7, 3.7, -5.9], [-0.3, -0.6, 0.4], [0.1, 0.0, 0.3], [0.2, 0.7, 0.0], [-0.4, -0.4, 0.0], [6.7, 1.0, -1.2], [0.6, 1.5, 2.6], [-11.0, -2.1, 1.4], [3.4, -1.3, -2.8], [-0.5, 0.2, -0.4], [0.5, 0.0, 0.1], [0.3, 0.1, 0.1], [-0.5, 0.3, 0.4], [3.4, 1.1, -0.7], [0.5, -0.5, 0.3], [1.9, 0.8, -0.2], [-5.7, -2.2, 0.5], [0.1, 0.3, -0.3], [-0.2, 0.0, 0.4], [0.3, 0.2, -0.2], [-0.5, -0.1, 0.7], [-2.1, 0.9, -2.8], [-1.2, 0.8, -0.3], [2.7, -2.2, 4.6], [0.1, 0.2, -1.0], [0.7, -0.2, 0.5], [-0.3, 0.1, -0.2], [0.4, -0.3, -0.2], [-0.2, 0.3, -0.6], [-3.2, 0.9, 1.4], [-0.5, 1.4, 0.0], [-1.7, -3.5, -0.5], [5.3, 1.6, -1.0], [-0.6, 0.0, 0.0], [0.4, -0.9, 0.4], [0.4, 0.6, 0.2], [0.5, -0.4, 0.0]], "lowdin_spin": [4.751, 4.697, 0.055, 0.021, 0.045, 0.004, 0.007, 0.050, 0.023, 0.059, 0.005, 0.005, 0.007, 0.040, 0.002, 0.003, 0.000, 0.000, 0.000, 0.000, 0.000, 0.000, 0.000, 0.000, 0.000, 0.000, 0.000, 0.000, 0.004, 0.034, 0.001, 0.001, 0.000, 0.000, 0.000, 0.000, 0.000, 0.000, 0.000, 0.000, 0.000, 0.000, 0.000, 0.000, 0.009, 0.045, 0.004, 0.003, 0.000, 0.000, 0.000, 0.000, 0.007, 0.042, 0.001, 0.002, 0.000, 0.000, 0.000, 0.000, 0.012, 0.047, 0.004, 0.004, 0.000, 0.000, 0.000, 0.000, 0.000, 0.000, 0.000, 0.000, 0.000, 0.000, 0.000, 0.000, 0.000, 0.000, 0.000, 0.000, 0.000, 0.000, 0.000, 0.000], "total_charge": 2, "gap_ha": [0.3413, 0.3222], "e_above_lowest_kcal_mol": 87.6, "multiplicity": 11}

Question: Which formula does entry 1 have?
Answer: C9H34O8